{"formula": "C6H29N2O6", "method": "ωB97M-V/def2-TZVPD", "symbols": ["N", "C", "C", "C", "N", "C", "C", "C", "H", "H", "H", "H", "H", "H", "H", "H", "H", "H", "H", "H", "H", "H", "H", "H", "H", "H", "H", "O", "H", "H", "O", "H", "H", "O", "H", "H", "O", "H", "H", "O", "H", "H", "O"], "xyz": [[-1.83, -0.47, 0.06], [-1.92, 1.01, 0.63], [-3.21, 1.64, 0.71], [-0.80, 1.76, -0.36], [0.31, 0.85, -0.18], [1.10, 1.25, 1.01], [1.53, 0.16, 2.03], [2.81, 0.71, 2.64], [-2.40, -1.10, 0.59], [-0.88, -0.87, 0.25], [-2.10, -0.46, -0.95], [-1.30, 1.19, 1.70], [-3.33, 2.49, 1.50], [-3.47, 2.16, -0.21], [-4.01, 0.81, 0.72], [-0.58, 2.76, -0.36], [-1.13, 1.60, -1.38], [0.83, 0.52, -1.03], [2.12, 1.76, 0.75], [0.50, 2.16, 1.43], [1.70, -0.84, 1.77], [0.80, -0.04, 2.81], [3.23, -0.02, 3.32], [3.47, 1.18, 1.87], [2.56, 1.49, 3.48], [2.93, -1.02, -1.84], [2.59, -0.06, -3.06], [2.23, -0.67, -2.38], [1.40, 4.36, -0.57], [2.10, 3.11, -1.32], [1.40, 3.48, -0.91], [-1.58, -2.59, -2.71], [-0.67, -2.95, -1.48], [-1.35, -2.39, -1.81], [1.98, -3.99, -1.31], [2.77, -2.71, -1.24], [2.25, -3.37, -0.72], [0.58, -2.85, 1.49], [0.87, -3.34, 0.14], [0.05, -3.24, 0.74], [-4.29, -0.63, -1.86], [-3.78, -1.80, -2.28], [-3.46, -1.03, -1.70]], "multiplicity": 1, "total_charge": 1, "de_lowest_kcal_mol": 125.8, "homo_energy_ev": -11.5}



{"formula": "C6H29NO7S", "method": "ωB97M-V/def2-TZVPD", "symbols": ["C", "C", "S", "C", "N", "C", "C", "C", "H", "H", "H", "H", "H", "H", "H", "H", "H", "H", "H", "H", "H", "H", "H", "H", "H", "O", "H", "H", "O", "H", "H", "O", "H", "H", "O", "H", "H", "O", "H", "H", "O", "H", "H", "O"], "xyz": [[2.18, 1.30, 0.87], [1.91, 2.35, -0.22], [1.15, 3.87, 0.37], [1.69, -0.08, 0.49], [0.22, -0.17, 0.55], [-1.64, -1.70, 1.09], [-0.35, -1.49, 0.22], [-0.77, -1.54, -1.22], [3.25, 1.17, 1.04], [1.71, 1.49, 1.83], [1.44, 1.91, -1.11], [2.88, 2.58, -0.66], [0.01, 3.31, 0.82], [2.01, -0.60, -0.42], [2.01, -0.78, 1.26], [-0.24, 0.58, 0.06], [-1.82, -0.92, 1.83], [-2.50, -1.73, 0.43], [-1.62, -2.68, 1.58], [0.35, -2.22, 0.60], [-1.46, -2.36, -1.42], [0.05, -1.89, -1.86], [-1.25, -0.66, -1.64], [-3.01, 1.50, 1.20], [-1.96, 2.04, 2.16], [-2.63, 2.34, 1.50], [2.41, -3.28, -2.36], [2.34, -3.25, -0.77], [1.85, -3.42, -1.59], [-0.59, 0.42, 2.42], [0.23, 1.54, 3.12], [-0.64, 1.12, 3.08], [0.13, 0.32, -4.05], [0.00, 0.28, -2.46], [-0.03, 0.83, -3.25], [2.87, -2.35, 1.42], [3.71, -3.58, 1.28], [3.47, -2.78, 0.80], [-2.05, 2.53, -0.63], [-1.52, 2.06, -1.97], [-1.62, 1.77, -1.05], [-4.41, 0.94, -0.44], [-3.43, 0.47, -1.52], [-4.32, 0.78, -1.38]], "multiplicity": 1, "de_lowest_kcal_mol": 22.2, "homo_energy_ev": -9.0, "smiles": "CC(C)NCCCS.O.O.O.O.O.O.O"}



{"formula": "C6H30NO8S", "method": "ωB97M-V/def2-TZVPD", "symbols": ["C", "C", "S", "N", "C", "C", "C", "C", "H", "H", "H", "H", "H", "H", "H", "H", "H", "H", "H", "H", "H", "H", "H", "H", "O", "H", "H", "O", "H", "H", "O", "H", "H", "O", "H", "H", "O", "H", "H", "O", "H", "H", "O", "H", "H", "O"], "xyz": [[0.60, -1.88, -2.15], [1.32, -3.16, -1.75], [0.88, -3.97, -0.21], [-0.09, -1.22, -1.03], [-0.85, -0.03, -1.42], [0.07, 1.19, -1.50], [0.52, 1.40, -3.00], [-0.45, 2.51, -0.98], [-0.13, -2.09, -2.94], [1.25, -1.07, -2.50], [1.23, -3.96, -2.49], [2.40, -2.97, -1.66], [-0.71, -1.88, -0.57], [-1.52, 0.16, -0.57], [-1.52, -0.13, -2.28], [1.00, 0.94, -1.00], [0.26, 2.40, -3.35], [0.10, 0.72, -3.73], [1.59, 1.23, -3.07], [-1.27, 2.85, -1.64], [0.28, 3.30, -0.87], [-1.12, 2.43, -0.12], [1.93, -0.45, -0.05], [3.16, -0.87, -0.98], [2.83, -0.23, -0.35], [-0.21, 3.17, 3.42], [-1.28, 3.33, 2.30], [-0.62, 3.79, 2.82], [-1.36, -2.06, 2.08], [-1.62, -2.89, 0.79], [-2.02, -2.31, 1.43], [0.67, 0.32, 2.32], [0.36, 0.48, 3.81], [0.27, 0.94, 2.96], [-1.70, 0.64, 2.26], [-2.48, -0.39, 1.37], [-2.57, 0.42, 1.89], [1.00, -2.55, 2.30], [0.68, -1.64, 1.08], [0.84, -1.64, 2.03], [-3.66, 1.92, 0.14], [-4.63, 0.96, 0.65], [-4.60, 1.88, 0.36], [3.75, 0.10, 1.29], [3.31, 0.24, 2.71], [4.11, 0.09, 2.19]], "multiplicity": 2, "de_lowest_kcal_mol": 0.0, "homo_energy_ev": [-10.4, -10.4]}



{"formula": "C6H30NO9", "method": "ωB97M-V/def2-TZVPD", "symbols": ["C", "C", "C", "N", "C", "C", "C", "O", "H", "H", "H", "H", "H", "H", "H", "H", "H", "H", "H", "H", "H", "H", "H", "H", "O", "H", "H", "O", "H", "H", "O", "H", "H", "O", "H", "H", "O", "H", "H", "O", "H", "H", "O", "H", "H", "O"], "xyz": [[0.70, 1.77, 0.94], [0.15, 2.55, 2.15], [0.93, 0.32, 1.35], [1.13, -0.64, 0.23], [1.87, -1.83, 0.72], [-0.24, -1.04, -0.26], [-0.06, -1.99, -1.50], [-0.01, -3.33, -1.05], [-0.09, 1.77, 0.14], [1.44, 2.22, 0.32], [-0.89, 2.32, 2.17], [0.52, 2.15, 3.15], [0.30, 3.61, 2.14], [0.22, -0.07, 2.12], [1.72, 0.25, 2.16], [2.87, -1.48, 1.01], [1.99, -2.59, -0.03], [1.36, -2.30, 1.57], [-1.03, -0.29, -0.48], [-0.74, -1.62, 0.55], [0.90, -1.95, -2.01], [-0.78, -1.99, -2.37], [-3.05, 0.68, 0.48], [-2.97, 1.41, -0.84], [-3.31, 1.53, 0.05], [-1.65, -1.44, 4.04], [-1.26, -2.20, 2.53], [-1.41, -1.12, 3.17], [1.24, 2.38, -4.00], [1.84, 1.20, -3.28], [1.27, 1.41, -4.03], [-2.39, -0.80, 1.97], [-3.18, -1.63, 0.78], [-3.18, -0.83, 1.31], [1.35, 2.64, -1.88], [0.86, 4.05, -1.95], [1.42, 3.43, -2.43], [-0.65, 1.07, -3.24], [-1.57, 0.14, -4.10], [-1.43, 0.52, -3.21], [-1.03, -3.89, 2.44], [-0.45, -3.56, -0.22], [-0.84, -3.14, 1.86], [1.99, 0.42, -0.75], [3.45, 0.82, -0.57], [2.71, 1.08, -1.13]], "multiplicity": 1, "total_charge": -1, "de_lowest_kcal_mol": 86.8, "homo_energy_ev": -5.9}



{"formula": "C6H30O11", "method": "ωB97M-V/def2-TZVPD", "symbols": ["C", "C", "C", "C", "O", "C", "C", "H", "H", "H", "H", "H", "H", "H", "H", "H", "H", "H", "H", "O", "H", "H", "O", "H", "H", "O", "H", "H", "O", "H", "H", "O", "H", "H", "O", "H", "H", "O", "H", "H", "O", "H", "H", "O", "H", "H", "O"], "xyz": [[-0.88, 0.39, 2.99], [-0.33, -0.75, 2.06], [-0.37, -1.96, 2.66], [-0.04, 0.61, -1.59], [-1.30, 0.74, -2.34], [-0.40, 0.45, -0.14], [0.12, -0.42, 0.70], [-0.42, 0.35, 4.01], [-1.99, 0.20, 3.09], [-0.77, 1.36, 2.58], [-0.64, -2.11, 3.81], [0.15, -2.84, 2.21], [0.59, -0.05, -2.11], [0.36, 1.58, -1.67], [-1.98, 1.49, -1.99], [-1.17, 1.06, 0.27], [1.07, -0.91, 0.47], [-4.27, 1.12, 1.20], [-3.14, 0.15, 0.84], [-3.28, 1.12, 0.96], [0.74, -3.03, -1.95], [0.02, -3.14, -0.62], [0.86, -3.28, -1.04], [-2.24, -2.41, 1.32], [-2.69, -2.44, -0.05], [-3.01, -2.12, 0.75], [1.68, 3.27, 1.33], [0.66, 2.89, 0.51], [1.19, 3.69, 0.62], [2.19, -2.40, 0.41], [3.38, -2.37, 1.46], [3.11, -2.06, 0.64], [2.92, 1.14, -2.92], [2.41, 2.61, -2.59], [3.15, 2.10, -2.70], [-3.19, 3.35, -1.32], [-3.06, 2.24, -0.34], [-2.94, 2.37, -1.28], [3.66, -0.34, -0.69], [3.28, -1.48, -1.57], [3.16, -0.45, -1.54], [-2.06, -1.43, -1.83], [-3.18, -2.55, -2.12], [-2.27, -2.32, -1.65], [4.03, 1.57, -0.49], [3.11, 2.75, -0.43], [3.76, 2.24, 0.11]], "multiplicity": 1, "de_lowest_kcal_mol": 91.0, "homo_energy_ev": -9.3, "smiles": "C=C(C)/C=C/CO.O.O.O.O.O.O.O.O.O.O"}



{"formula": "C6H30O8", "method": "ωB97M-V/def2-TZVPD", "symbols": ["C", "C", "C", "C", "C", "C", "H", "H", "H", "H", "H", "H", "H", "H", "H", "H", "H", "H", "H", "H", "H", "H", "O", "H", "H", "O", "H", "H", "O", "H", "H", "O", "H", "H", "O", "H", "H", "O", "H", "H", "O", "H", "H", "O"], "xyz": [[-1.58, -1.72, -0.80], [-0.28, -2.70, -0.56], [1.14, -2.02, -0.64], [1.40, -0.83, 0.25], [2.94, -0.52, 0.28], [3.16, 0.90, -0.42], [-2.38, -2.43, -0.59], [-1.38, -0.76, -0.16], [-1.82, -1.56, -1.90], [-0.37, -3.26, 0.37], [-0.34, -3.50, -1.33], [1.88, -2.84, -0.42], [1.40, -1.54, -1.61], [0.96, -1.08, 1.20], [0.73, -0.01, -0.26], [3.29, -0.57, 1.39], [3.32, -1.28, -0.20], [2.31, 1.39, -0.81], [3.84, 0.61, -1.31], [3.99, 1.52, 0.12], [1.16, -1.23, 3.66], [0.81, 0.32, 3.88], [1.17, -0.38, 3.32], [-2.52, 2.37, 2.45], [-1.70, 1.26, 1.72], [-1.83, 2.35, 1.70], [-1.64, -0.48, -3.88], [-0.37, -1.38, -3.73], [-0.70, -0.41, -3.56], [-4.18, 0.22, 0.03], [-3.10, 1.28, -0.80], [-3.16, 0.68, -0.01], [-0.39, 2.73, 3.15], [1.10, 2.07, 2.70], [0.56, 2.47, 3.37], [1.28, 2.85, -0.95], [-0.16, 2.22, -0.48], [0.53, 2.28, -1.01], [-1.17, 2.19, -2.20], [-0.04, 2.36, -2.94], [-0.98, 2.27, -3.11], [-2.84, -0.98, 0.88], [-1.64, -1.70, 1.49], [-2.39, -1.19, 1.73]], "multiplicity": 1, "de_lowest_kcal_mol": 144.3, "homo_energy_ev": -10.4, "smiles": "CCCCCC.O.O.O.O.O.O.O.O"}